Density functional theory data (ωB97M-V/def2-TZVPD) for a structure of composition C31H55N3P2SScSeSi.

Results
- relative energy (zero: lowest compared OMol25 entry of this formula, charge and spin) (kJ/mol) = 0.00
- charge = +1
- calculated total energy (eV) = -160848.82436
- orbital gap (eV) = 7.13

Each line ends with the Löwdin charge.
Geometry (Å):
Sc: -1.082 -0.371 -0.187  0.254
C: 1.121 2.939 -0.538  -0.121
C: 0.136 3.198 -1.686  -0.524
C: 0.892 3.656 -2.930  -0.102
P: -0.876 1.671 -1.902  1.035
C: -2.515 2.218 -2.563  -0.528
C: -2.567 3.019 -3.863  -0.099
C: -3.464 1.023 -2.651  -0.138
C: -0.028 0.607 -3.102  -0.301
C: -0.041 0.859 -4.481  -0.051
C: 0.505 -0.013 -5.403  -0.267
C: 0.520 0.292 -6.876  -0.044
C: 1.044 -1.200 -4.903  -0.020
C: 1.098 -1.458 -3.550  -0.037
C: 0.611 -0.545 -2.602  -0.358
N: 0.689 -0.783 -1.210  -0.138
C: 1.733 -1.618 -0.742  -0.307
C: 3.022 -1.539 -1.284  -0.025
C: 4.039 -2.361 -0.842  -0.021
C: 3.838 -3.287 0.182  -0.268
C: 4.949 -4.185 0.660  -0.045
C: 2.585 -3.309 0.772  -0.048
C: 1.539 -2.492 0.333  -0.296
P: -0.036 -2.372 1.223  1.027
C: -0.866 -4.021 1.162  -0.529
C: -0.222 -5.096 2.037  -0.095
C: -2.361 -3.887 1.478  -0.123
C: 0.506 -2.043 2.952  -0.526
C: 1.256 -0.706 2.947  -0.102
C: -0.690 -1.977 3.904  -0.109
H: 1.720 3.829 -0.338  0.084
H: 1.804 2.125 -0.797  0.078
H: 0.601 2.666 0.383  0.062
H: -0.578 3.968 -1.378  0.114
H: 1.571 2.877 -3.280  0.081
H: 1.489 4.536 -2.682  0.086
H: 0.235 3.927 -3.755  0.059
H: -2.854 2.865 -1.746  0.109
H: -2.393 2.383 -4.729  0.070
H: -1.857 3.845 -3.881  0.063
H: -3.566 3.446 -3.973  0.086
H: -3.094 0.283 -3.363  0.073
H: -4.448 1.359 -2.987  0.088
H: -3.597 0.545 -1.679  0.006
H: -0.490 1.773 -4.842  0.090
H: -0.107 1.153 -7.107  0.076
H: 0.160 -0.557 -7.459  0.082
H: 1.532 0.515 -7.219  0.085
H: 1.431 -1.941 -5.594  0.122
H: 1.515 -2.396 -3.208  0.120
H: 3.218 -0.818 -2.067  0.121
H: 5.020 -2.277 -1.297  0.120
H: 5.645 -4.410 -0.148  0.079
H: 4.557 -5.126 1.044  0.078
H: 5.519 -3.711 1.461  0.086
H: 2.421 -3.976 1.611  0.100
H: -0.761 -4.301 0.111  0.092
H: -0.238 -4.817 3.092  0.073
H: 0.807 -5.302 1.748  0.063
H: -0.784 -6.028 1.937  0.087
H: -2.533 -3.810 2.553  0.072
H: -2.897 -4.769 1.119  0.086
H: -2.803 -3.004 1.015  0.019
H: 1.186 -2.842 3.256  0.107
H: 0.606 0.095 2.578  0.060
H: 2.149 -0.740 2.322  0.077
H: 1.560 -0.441 3.961  0.089
H: -1.445 -1.284 3.526  0.034
H: -0.361 -1.627 4.885  0.088
H: -1.162 -2.949 4.043  0.060
C: -1.847 1.892 4.159  -0.216
Si: -3.405 1.709 3.178  0.148
C: -4.725 0.729 4.030  -0.226
C: -4.027 3.290 2.445  -0.225
Se: -2.842 0.410 1.371  0.350
H: -2.035 2.450 5.083  0.042
H: -1.093 2.431 3.583  0.034
H: -1.447 0.914 4.429  0.013
H: -5.187 1.303 4.838  0.039
H: -4.311 -0.189 4.450  0.033
H: -5.500 0.459 3.311  0.029
H: -4.544 3.893 3.197  0.039
H: -4.730 3.071 1.639  0.029
H: -3.205 3.880 2.037  0.033
C: -5.997 -2.667 -1.165  -0.046
N: -4.599 -2.269 -1.134  -0.024
C: -3.635 -2.833 -1.853  -0.809
N: -3.936 -3.873 -2.634  0.137
S: -2.029 -2.266 -1.815  0.732
H: -6.568 -1.968 -0.562  0.097
H: -6.135 -3.668 -0.751  0.096
H: -6.389 -2.636 -2.183  0.095
H: -4.317 -1.505 -0.536  0.070
H: -4.866 -4.247 -2.704  0.106
H: -3.205 -4.269 -3.200  0.108

Density functional theory data (ωB97M-V/def2-TZVPD) for the molecule C23H22N2O3 at a distorted geometry.

Results
- relative energy (zero: lowest compared OMol25 entry of this formula, charge and spin) (kJ/mol) = 223.43
- charge = 0
- calculated total energy (eV) = -33330.75373
- structure (SMILES) = COC(=O)[C@H](CNCc1cc(O)cc(C#N)c1)Cc1cccc2ccccc12
- orbital gap (eV) = 8.45

Each line ends with the Löwdin charge.
Geometry (Å):
C: -2.846 -0.637 3.872  -0.049
O: -2.177 -0.512 2.626  -0.045
C: -0.841 -0.332 2.595  -0.426
O: -0.104 -0.306 3.583  0.102
C: -0.307 -0.198 1.154  -0.166
C: 1.215 -0.469 1.110  -0.197
N: 1.634 -0.690 -0.270  -0.056
C: 3.073 -0.936 -0.340  -0.176
C: 3.554 -1.261 -1.752  -0.173
C: 4.860 -0.924 -2.123  0.038
C: 5.330 -1.209 -3.401  -0.297
O: 6.608 -0.866 -3.740  0.059
C: 4.504 -1.839 -4.328  0.022
C: 3.197 -2.190 -3.974  -0.213
C: 2.326 -2.853 -4.938  -0.169
N: 1.635 -3.378 -5.703  0.149
C: 2.728 -1.902 -2.687  0.005
C: -0.732 1.125 0.421  -0.081
C: -0.963 2.378 1.277  -0.138
C: -2.247 2.641 1.763  -0.044
C: -2.504 3.752 2.554  -0.073
C: -1.483 4.637 2.877  -0.026
C: -0.168 4.424 2.399  -0.164
C: 0.876 5.327 2.718  -0.024
C: 2.165 5.116 2.238  -0.086
C: 2.444 4.017 1.437  -0.079
C: 1.442 3.109 1.106  -0.015
C: 0.109 3.281 1.580  -0.098
H: -3.915 -0.774 3.709  0.092
H: -2.474 -1.496 4.433  0.095
H: -2.707 0.257 4.482  0.097
H: -0.768 -1.029 0.620  0.144
H: 1.759 0.357 1.573  0.111
H: 1.448 -1.364 1.695  0.129
H: 1.409 0.122 -0.830  0.097
H: 3.660 -0.110 0.070  0.117
H: 3.314 -1.810 0.270  0.131
H: 5.524 -0.436 -1.424  0.125
H: 6.832 -1.117 -4.637  0.104
H: 4.876 -2.057 -5.319  0.124
H: 1.722 -2.178 -2.398  0.118
H: -0.085 1.363 -0.422  0.101
H: -1.676 0.917 -0.087  0.118
H: -3.058 1.964 1.534  0.112
H: -3.505 3.926 2.922  0.101
H: -1.690 5.499 3.495  0.107
H: 0.664 6.186 3.338  0.108
H: 2.953 5.812 2.488  0.100
H: 3.449 3.867 1.069  0.101
H: 1.692 2.271 0.479  0.085

Density functional theory data (ωB97M-V/def2-TZVPD) for a structure of composition C12H13AuBrO at a distorted geometry.

Results
- <S²> = 2.02
- charge = -1
- calculated total energy (eV) = -88432.36855
- multiplicity = 3
- orbital gap (alpha / beta) (eV) = 5.71 / 5.23

Each line ends with the Löwdin charge.
Geometry (Å):
C: -1.223 -1.056 -2.013  -0.209
C: -1.282 -2.063 -1.009  -0.201
C: -1.982 -1.519 0.139  -0.236
H: -0.810 -3.050 -1.033  0.087
C: -2.382 -0.146 -0.199  -0.210
C: -1.908 0.130 -1.521  -0.173
H: -2.021 1.095 -2.033  0.095
H: -0.731 -1.145 -2.986  0.088
H: -2.170 -2.020 1.089  0.083
H: -2.967 0.516 0.431  0.089
Au: -0.063 -0.225 0.101  0.858
Br: 0.848 -2.169 1.536  0.066
C: 1.972 0.875 0.239  -0.266
C: 1.134 1.683 -0.668  -0.222
C: 1.004 0.959 -1.876  -0.244
H: 0.712 2.664 -0.420  0.084
C: 1.743 -0.295 -1.750  -0.213
C: 2.378 -0.311 -0.482  -0.280
H: 2.987 -1.114 -0.060  0.051
H: 2.306 1.172 1.236  0.065
H: 0.421 1.271 -2.750  0.081
H: 1.774 -1.105 -2.491  0.085
C: 0.430 1.190 2.862  -0.122
C: -0.516 0.434 2.085  -0.560
O: -1.637 0.076 2.346  -0.046
H: 1.363 0.587 3.058  0.084
H: -0.081 1.392 3.803  0.069
H: 0.702 2.174 2.367  0.097